# 1
ORCA calculation (wB97M-V/def2-TZVPD) on C18H20N4O2S in the gas phase at a distorted geometry.

Last column: Löwdin charge in e.
CARTESIAN COORDINATES (ANGSTROEM)
1 C -1.747 1.606 2.185  -0.058
2 C -1.022 2.780 2.043  -0.163
3 N -0.729 3.313 0.870  0.077
4 C -1.152 2.696 -0.219  -0.117
5 C -1.909 1.530 -0.202  -0.185
6 C -2.402 0.890 -1.476  -0.161
7 O -2.398 -0.519 -1.441  -0.105
8 C -1.111 -1.099 -1.295  -0.332
9 C -0.311 -1.139 -2.600  -0.124
10 C 1.002 -1.874 -2.351  -0.171
11 C 0.707 -3.282 -1.828  -0.178
12 N -0.117 -3.310 -0.636  -0.156
13 C 0.539 -3.227 0.645  -0.090
14 C 0.840 -1.866 1.191  -0.305
15 N 1.463 -0.874 0.637  0.190
16 C 1.407 0.109 1.589  -0.376
17 C 1.941 1.415 1.377  -0.482
18 C 2.135 2.410 2.299  -0.128
19 C 2.637 3.587 1.719  -0.178
20 C 2.810 3.474 0.374  -0.401
21 S 2.374 1.926 -0.217  1.047
22 N 0.785 -0.279 2.676  0.145
23 O 0.409 -1.564 2.422  0.045
24 C -1.329 -2.536 -0.788  -0.103
25 C -2.204 0.978 1.040  -0.016
26 H -1.946 1.196 3.163  0.105
27 H -0.655 3.320 2.905  0.106
28 H -0.876 3.163 -1.157  0.115
29 H -1.818 1.268 -2.327  0.121
30 H -3.452 1.160 -1.635  0.138
31 H -0.539 -0.522 -0.557  0.122
32 H -0.111 -0.126 -2.953  0.112
33 H -0.902 -1.658 -3.359  0.125
34 H 1.577 -1.942 -3.276  0.112
35 H 1.589 -1.326 -1.613  0.084
36 H 1.637 -3.815 -1.622  0.118
37 H 0.158 -3.839 -2.597  0.123
38 H 1.479 -3.784 0.580  0.136
39 H -0.099 -3.719 1.390  0.134
40 H 1.925 2.276 3.344  0.117
41 H 2.855 4.481 2.274  0.104
42 H 3.169 4.216 -0.311  0.063
43 H -1.862 -2.512 0.164  0.132
44 H -1.967 -3.046 -1.518  0.135
45 H -2.781 0.064 1.092  0.123

Values from the calculation:
* SMILES: c1cncc(CO[C@@H]2CCCN(Cc3nc(-c4cccs4)no3)C2)c1
* LUMO level: 0.0183 Eh
* relative energy (zero: lowest compared OMol25 entry of this formula, charge and spin): 3.005 eV

# 2
ORCA calculation (wB97M-V/def2-TZVPD) on C3H9N3OS in the gas phase at a distorted geometry.

Last column: Löwdin charge in e.
CARTESIAN COORDINATES (ANGSTROEM)
1 H -2.989 1.056 -0.223  0.068
2 N -2.891 0.011 -0.278  0.133
3 C -1.714 -0.339 -0.098  -0.576
4 N -1.491 -1.659 0.255  0.124
5 N -0.538 0.387 -0.125  -0.178
6 O -0.707 1.777 -0.375  -0.031
7 C 0.314 0.248 1.021  -0.272
8 C 1.780 0.652 0.685  -0.528
9 S 2.405 -0.587 -0.502  0.698
10 H -0.686 -2.101 -0.077  0.065
11 H -2.339 -2.178 0.252  0.092
12 H -0.386 1.957 -1.322  0.154
13 H 0.236 -0.862 1.300  0.124
14 H -0.107 0.919 1.804  0.134
15 H 2.407 0.543 1.623  0.087
16 H 1.788 1.713 0.434  0.065
17 H 1.407 -0.417 -1.370  -0.159

Values from the calculation:
* SMILES: [H]/N=C(/N)N(O)CCS
* LUMO level: 0.0197 Eh
* relative energy (zero: lowest compared OMol25 entry of this formula, charge and spin): 1.954 eV

# 3
ORCA calculation (wB97M-V/def2-TZVPD) on C15H22N2O4S in the gas phase at a distorted geometry.

Last column: Löwdin charge in e.
CARTESIAN COORDINATES (ANGSTROEM)
1 C 4.179 -0.467 1.114  -0.060
2 O 2.933 0.053 1.555  -0.134
3 C 1.946 -0.896 1.707  -0.277
4 C 1.829 -1.618 2.889  0.011
5 C 0.787 -2.513 3.056  -0.019
6 C -0.151 -2.723 2.054  -0.254
7 C -1.300 -3.664 2.235  -0.039
8 C -0.018 -2.010 0.867  -0.019
9 C 1.013 -1.111 0.702  -0.181
10 S 1.121 -0.216 -0.849  0.715
11 O -0.015 -0.594 -1.640  -0.264
12 O 2.411 -0.425 -1.448  -0.283
13 N 0.968 1.428 -0.552  -0.274
14 C 2.183 2.198 -0.417  -0.085
15 C -0.064 1.763 0.404  -0.107
16 C -1.367 1.018 0.116  -0.480
17 O -1.821 0.218 0.919  0.059
18 N -2.008 1.353 -1.009  -0.049
19 C -1.490 2.188 -2.078  -0.152
20 C -2.559 2.098 -3.166  -0.158
21 C -3.113 0.691 -2.963  -0.160
22 C -3.165 0.587 -1.444  -0.133
23 H 4.881 0.363 1.161  0.095
24 H 4.520 -1.276 1.767  0.094
25 H 4.097 -0.827 0.085  0.081
26 H 2.548 -1.454 3.677  0.123
27 H 0.702 -3.053 3.989  0.114
28 H -1.343 -4.376 1.413  0.084
29 H -2.230 -3.099 2.235  0.088
30 H -1.218 -4.208 3.172  0.075
31 H -0.721 -2.132 0.059  0.122
32 H 2.000 3.214 -0.770  0.095
33 H 2.932 1.724 -1.045  0.083
34 H 2.540 2.226 0.616  0.086
35 H -0.241 2.843 0.353  0.135
36 H 0.242 1.507 1.430  0.137
37 H -1.333 3.212 -1.728  0.123
38 H -0.538 1.781 -2.431  0.110
39 H -2.144 2.252 -4.159  0.111
40 H -3.341 2.839 -2.993  0.112
41 H -4.086 0.542 -3.427  0.110
42 H -2.407 -0.042 -3.350  0.114
43 H -3.084 -0.433 -1.069  0.122
44 H -4.078 1.041 -1.039  0.129

Values from the calculation:
* SMILES: COc1ccc(C)cc1S(=O)(=O)N(C)CC(=O)N1CCCC1
* LUMO level: 0.0299 Eh
* relative energy (zero: lowest compared OMol25 entry of this formula, charge and spin): 2.107 eV

# 4
ORCA calculation (wB97M-V/def2-TZVPD) on a molecular structure, H13O8V at a distorted geometry.

Last column: Löwdin spin population.
CARTESIAN COORDINATES (ANGSTROEM)
1 V -0.416 -0.190 0.057  2.759
2 O -1.143 -1.937 -0.697  0.042
3 H -0.698 -2.735 -0.440  0.005
4 O -2.105 0.987 -0.464  0.030
5 H -2.387 1.446 0.332  0.004
6 O 0.948 0.352 -1.420  0.042
7 H 1.663 0.357 -2.037  0.003
8 O -1.661 -0.478 1.966  0.030
9 H -2.594 -0.258 1.838  0.004
10 H -1.611 -0.943 2.807  0.002
11 O -0.275 2.883 -1.943  0.000
12 H -0.875 2.330 -1.406  0.000
13 H 0.473 2.281 -2.053  0.000
14 O 0.217 1.915 1.044  0.021
15 H -0.211 2.685 1.431  0.001
16 H 1.161 2.047 1.190  0.002
17 O 1.390 -0.827 1.251  0.042
18 H 1.839 -0.239 1.864  0.003
19 H 2.008 -1.554 1.082  0.006
20 O 1.569 -2.990 -1.216  0.003
21 H 2.046 -2.575 -1.940  0.000
22 H 0.664 -2.558 -1.247  0.001

Values from the calculation:
* LUMO level (alpha / beta): 0.0944 / 0.0891 Eh
* total charge: -1
* spin multiplicity: 4
* ⟨S²⟩: 3.755

# 5
ORCA calculation (wB97M-V/def2-TZVPD) on C4H2O2 in the gas phase at a distorted geometry.

Last column: Löwdin charge in e.
CARTESIAN COORDINATES (ANGSTROEM)
1 O 2.821 0.909 1.100  0.225
2 C 1.843 0.327 0.907  -0.179
3 C 0.735 -0.412 0.769  -0.002
4 C -0.127 0.069 -0.149  -0.090
5 C -1.446 -0.500 -0.518  -0.253
6 O -2.106 0.055 -1.369  0.058
7 H 0.069 0.966 -0.736  0.117
8 H -1.791 -1.415 -0.005  0.125

Values from the calculation:
* SMILES: O=C=C=CC=O
* LUMO level: -0.0578 Eh
* relative energy (zero: lowest compared OMol25 entry of this formula, charge and spin): 0.298 eV

# 6
ORCA calculation (wB97M-V/def2-TZVPD) on a gas-phase ion, C4H9N2 (charge +1) at a distorted geometry.

Last column: Löwdin spin population.
CARTESIAN COORDINATES (ANGSTROEM)
1 C -1.870 -1.080 0.606  0.574
2 C -1.128 0.932 -0.713  0.107
3 C -0.233 1.124 0.533  0.101
4 C 1.765 -0.199 -0.425  0.044
5 N -1.180 -0.053 0.405  0.376
6 N 1.093 0.791 0.600  0.603
7 H -1.756 -1.468 1.615  0.043
8 H -2.367 -1.555 -0.255  0.056
9 H -1.997 1.520 -0.956  0.016
10 H -0.497 0.509 -1.470  0.014
11 H -0.551 1.771 1.261  0.004
12 H 1.244 0.152 -1.443  0.024
13 H 2.853 -0.008 -0.413  0.000
14 H 1.448 -1.279 -0.324  0.020
15 H 1.634 1.390 1.192  0.016

Values from the calculation:
* LUMO level (alpha / beta): -0.1185 / -0.3027 Eh
* relative energy (zero: lowest compared OMol25 entry of this formula, charge and spin): 3.072 eV
* total charge: +1
* spin multiplicity: 3
* ⟨S²⟩: 2.013

| no. | M (g mol⁻¹) | electronic energy (eV) |
| --- | --- | --- |
| 1 | 356.45 | -39879.864 |
| 2 | 135.19 | -20608.168 |
| 3 | 326.42 | -37916.927 |
| 4 | 192.04 | -42280.224 |
| 5 | 82.06 | -8272.230 |
| 6 | 85.13 | -7260.388 |